Below is C19H14F4N2O3 as an isolated structure in a non-equilibrium geometry, with properties calculated with ωB97M-V/def2-TZVPD.

Element x y z (Å)
F  4.552  0.083  -2.315
C  3.622  0.963  -1.792
C  4.076  2.019  -1.014
C  3.091  2.830  -0.452
F  3.507  3.875  0.347
C  1.742  2.530  -0.510
C  1.319  1.310  -1.106
C  -0.058  0.883  -0.909
C  -0.905  0.309  -1.943
C  -2.259  0.736  -2.023
C  -3.151  0.035  -2.816
F  -4.500  0.293  -2.688
C  -2.777  -1.050  -3.607
C  -1.413  -1.299  -3.690
F  -0.989  -2.405  -4.404
C  -0.469  -0.618  -2.925
C  2.275  0.625  -1.901
H  5.127  2.176  -0.830
H  1.009  3.178  -0.040
H  -0.610  1.523  -0.205
H  -2.597  1.563  -1.406
H  -3.499  -1.683  -4.098
H  0.578  -0.888  -3.012
H  1.990  -0.229  -2.506
C  -2.896  -1.969  2.554
N  -1.603  -1.377  2.303
C  -1.236  -1.197  0.940
O  -1.896  -1.862  0.112
C  -0.064  -0.368  0.606
C  0.879  -0.241  1.730
O  2.112  -0.062  1.611
N  0.414  -0.450  3.059
C  1.309  -0.074  4.129
C  -0.850  -0.951  3.412
O  -1.252  -1.035  4.586
H  -3.102  -1.906  3.617
H  -3.659  -1.420  2.000
H  -2.914  -3.013  2.230
H  0.498  -0.911  -0.238
H  0.778  -0.176  5.068
H  2.198  -0.709  4.129
H  1.621  0.963  3.999

Results
E_HOMO	-9.6	eV
energy	-39921.4199	eV
Kohn-Sham gap	0.3004	Eh